No. 1
{
  "formula": "C4H5NO",
  "method": "ωB97M-V/def2-TZVPD",
  "smiles": "N#CC[C@H]1CO1",
  "lumo_energy_ev": 0.87,
  "orbital_gap_ev": 11.68,
  "homo_energy_ha": -0.3971,
  "de_lowest_kcal_mol": 37.9,
  "symbols": ["N", "C", "C", "C", "C", "O", "H", "H", "H", "H", "H"],
  "xyz": [[-1.0782, -1.4160, -2.0520], [-1.1278, -0.8391, -1.0501], [-1.1290, -0.0818, 0.2074], [0.2807, 0.1363, 0.7582], [1.4232, 0.3471, -0.1307], [0.8223, 1.4296, 0.5663], [-1.7522, -0.6046, 0.9402], [-1.5878, 0.8969, 0.0266], [0.4641, -0.2807, 1.7481], [2.4274, 0.0771, 0.1940], [1.2574, 0.3353, -1.2080]]
}

No. 2
{
  "formula": "C11H18BO3S",
  "method": "ωB97M-V/def2-TZVPD",
  "lumo_energy_ev": -3.23,
  "charge": 1,
  "orbital_gap_ev": 9.71,
  "homo_energy_ha": -0.4757,
  "symbols": ["C", "O", "B", "O", "S", "C", "C", "C", "C", "C", "C", "C", "C", "C", "C", "O", "H", "H", "H", "H", "H", "H", "H", "H", "H", "H", "H", "H", "H", "H", "H", "H", "H", "H"],
  "xyz": [[-2.9801, 1.9048, -0.1651], [-2.0058, 1.5958, -1.1966], [-1.9626, 0.3460, -1.6545], [-2.9864, -0.4227, -2.1057], [-0.2062, -0.4160, -1.8118], [-0.1894, -1.6474, -0.4702], [-0.1669, -1.1279, 0.9418], [0.8604, -0.3566, 1.4808], [0.8458, 0.0629, 2.8037], [-0.2148, -0.3071, 3.6295], [-1.2494, -1.0699, 3.1049], [-1.2334, -1.4823, 1.7798], [0.8882, 0.9747, -1.5009], [2.3583, 0.7588, -1.9297], [2.9197, -0.6476, -1.7278], [3.1049, 1.7580, -1.2729], [-2.6069, 1.5543, 0.7908], [-3.1207, 2.9753, -0.1620], [-3.9303, 1.4201, -0.3705], [-3.4096, -0.9458, -1.4136], [0.6298, -2.3331, -0.6577], [-1.1095, -2.2062, -0.6108], [1.6998, -0.0792, 0.8636], [1.6608, 0.6588, 3.1757], [-0.2197, 0.0028, 4.6614], [-2.0683, -1.3747, 3.7362], [-2.0407, -2.0890, 1.3967], [0.8058, 1.3568, -0.4913], [0.4823, 1.7600, -2.1342], [2.4108, 0.9813, -2.9922], [2.5113, -1.1732, -0.8723], [3.9892, -0.5533, -1.5517], [2.8340, -1.2319, -2.6367], [3.6997, 1.3532, -0.6367]]
}

No. 3
{
  "formula": "C3H5NO2S",
  "method": "ωB97M-V/def2-TZVPD",
  "lumo_energy_ev": -1.00,
  "orbital_gap_ev": 10.69,
  "homo_energy_ha": -0.4295,
  "de_lowest_kcal_mol": 31.7,
  "symbols": ["C", "C", "C", "N", "O", "O", "S", "H", "H", "H", "H", "H"],
  "xyz": [[0.9809, 0.8347, -1.5858], [1.0287, 0.5121, -0.1744], [-0.2507, 0.0362, 0.3579], [0.8260, 1.2793, -2.6383], [-0.0433, -2.6054, -3.9202], [1.8510, -2.4275, -2.4001], [1.2686, -2.0895, -3.6668], [1.5329, -0.4169, -0.1271], [1.5342, 1.1412, 0.5138], [-0.6579, -0.7947, -0.1163], [-0.9928, 0.7793, 0.3964], [0.0272, -0.1837, 1.4446]]
}

No. 4
{
  "formula": "C4H7ClOS",
  "method": "ωB97M-V/def2-TZVPD",
  "smiles": "CC(C)(C=O)SCl",
  "lumo_energy_ev": 0.16,
  "orbital_gap_ev": 9.44,
  "homo_energy_ha": -0.3410,
  "de_lowest_kcal_mol": 24.3,
  "symbols": ["C", "C", "C", "C", "O", "S", "Cl", "H", "H", "H", "H", "H", "H", "H"],
  "xyz": [[0.4693, -1.1917, 0.8932], [-0.8449, 1.1207, 0.7678], [-0.5383, -0.3139, -1.2586], [0.0855, 0.0998, 0.0660], [0.4129, -2.3612, 0.6135], [1.6519, 0.9827, -0.1346], [2.9055, -0.4696, -0.7372], [1.1358, -0.8860, 1.7380], [-1.9028, 0.6785, 0.6288], [-0.7879, 2.0759, 0.2330], [-0.5148, 1.4377, 1.7781], [0.2277, -0.2800, -2.0391], [-0.8254, -1.2541, -1.1202], [-1.4744, 0.3611, -1.4287]]
}